Molecular formula: C24H31FInN4Si2
Method: DFT, the ωB97M-V functional and the def2-TZVPD basis

Structure (XYZ):
```
63
Properties=species:S:1:pos:R:3:mulliken_charge:R:1
In 0.592 -0.190 -1.411 0.84
C 2.283 -1.071 3.314 -1.08
Si 0.747 -0.997 2.166 -0.04
C 0.789 -2.550 1.069 -0.64
C -0.938 -0.968 3.067 -1.07
N 1.013 0.369 1.126 0.28
C 0.917 1.642 1.484 0.58
C 0.625 2.105 2.798 -0.31
C 0.595 3.440 3.114 -1.14
C 0.842 4.411 2.148 -0.43
C 1.121 4.016 0.847 -0.68
C 1.162 2.679 0.544 0.52
F 1.433 2.327 -0.752 -0.38
H 2.226 -1.948 3.947 0.39
H 2.360 -0.193 3.946 0.35
H 3.190 -1.136 2.722 0.33
H 1.026 -3.428 1.661 0.52
H 1.543 -2.467 0.289 0.12
H -0.180 -2.716 0.606 -0.07
H -1.156 -1.932 3.516 0.40
H -1.733 -0.743 2.359 0.34
H -0.990 -0.226 3.857 0.39
H 0.458 1.371 3.565 0.36
H 0.376 3.745 4.125 0.45
H 0.821 5.456 2.406 0.45
H 1.320 4.741 0.073 0.50
N 5.932 -4.060 -1.717 -0.43
C 5.616 -2.966 -1.608 -0.04
C 5.196 -1.620 -1.481 0.07
C 6.102 -0.587 -1.229 -0.17
C 5.609 0.703 -1.134 -0.80
C 4.245 0.912 -1.284 -0.37
N 3.382 -0.071 -1.510 -0.16
C 3.844 -1.304 -1.610 -0.16
H 7.153 -0.800 -1.118 0.52
H 6.272 1.535 -0.946 0.42
H 3.823 1.904 -1.229 0.49
H 3.112 -2.079 -1.808 0.59
C -3.872 -1.538 -3.481 -1.07
Si -2.759 -1.781 -1.948 0.07
C -3.637 -2.678 -0.492 -1.03
C -1.263 -2.854 -2.447 -1.02
N -2.168 -0.282 -1.285 0.10
C -2.856 0.812 -1.005 0.23
C -4.281 0.875 -1.016 0.11
C -4.950 2.018 -0.661 -0.98
C -4.251 3.169 -0.306 -0.45
C -2.857 3.147 -0.296 -0.67
C -2.174 2.004 -0.626 0.35
H -4.167 -2.495 -3.899 0.35
H -3.340 -0.992 -4.254 0.34
H -4.777 -0.983 -3.263 0.35
H -3.910 -3.684 -0.793 0.40
H -4.539 -2.160 -0.181 0.37
H -2.981 -2.747 0.371 0.28
H -1.611 -3.824 -2.786 0.43
H -0.587 -3.023 -1.614 0.20
H -0.699 -2.406 -3.263 0.28
H -4.832 -0.017 -1.261 0.28
H -6.028 2.033 -0.668 0.42
H -4.783 4.070 -0.051 0.42
H -2.314 4.042 -0.038 0.45
H -1.094 1.993 -0.651 -0.13
```

Calculated values
total energy: -2020.96307 Eh
E_LUMO (alpha / beta): -0.1655 / -0.1918 hartree
Kohn-Sham gap (alpha / beta): 0.2366 / 0.2123 hartree
net charge: +1

***

Molecular formula: C24H31N3O3PS3Te2Ti
Method: DFT, the ωB97M-V functional and the def2-TZVPD basis

Structure (XYZ):
```
68
Properties=species:S:1:pos:R:3:mulliken_spin:R:1
Ti -0.364 -0.497 -1.332 1.57
C 2.323 2.212 -5.495 -0.01
S 1.128 2.652 -4.232 -0.02
C 0.481 1.167 -3.715 -0.09
S -1.148 1.102 -3.149 -0.05
N 1.273 0.066 -3.664 0.07
N 0.552 -0.922 -3.125 -0.18
C 0.662 -2.233 -3.353 -0.08
C -0.372 -2.934 -2.832 -0.06
C -0.684 -4.280 -3.110 0.03
C -1.825 -4.931 -2.669 -0.06
C -2.656 -4.027 -1.912 -0.08
C -2.378 -2.685 -1.666 0.06
N -1.174 -2.169 -1.961 -0.20
H 2.826 3.124 -5.845 0.00
H 1.775 1.746 -6.318 0.00
H 3.075 1.519 -5.094 0.00
H 1.560 -2.627 -3.784 0.00
H 0.113 -4.721 -3.767 0.00
H -1.894 -6.060 -2.797 -0.01
H -3.528 -4.354 -1.419 -0.01
H -3.043 -2.145 -1.019 -0.02
Te 2.063 -0.304 0.112 0.02
C 3.259 -1.796 -0.821 0.01
C 3.321 -3.205 -0.612 0.00
C 4.349 -3.701 -1.463 0.00
C 4.989 -2.776 -2.193 0.00
S 4.503 -1.133 -1.895 0.00
H 2.758 -3.792 0.092 0.00
H 4.671 -4.743 -1.529 0.00
H 5.721 -2.972 -2.974 0.00
Te 0.446 -2.095 1.511 0.04
C 0.722 -1.633 3.672 0.02
C 0.521 -0.413 4.273 -0.01
C 0.585 -0.272 5.675 0.00
C 0.928 -1.355 6.426 0.00
C 1.154 -2.615 5.845 0.00
C 0.993 -2.804 4.465 0.00
H 0.231 0.412 3.662 0.01
H 0.379 0.695 6.194 0.00
H 1.070 -1.262 7.501 0.00
H 1.512 -3.466 6.443 0.00
H 1.017 -3.743 3.929 0.00
C -0.219 3.860 3.914 0.00
C 0.201 3.920 2.446 0.00
O -0.394 2.781 1.790 0.00
P -0.352 2.670 0.143 0.01
O -1.806 3.408 -0.120 0.00
C -1.995 4.536 -1.114 0.00
C -3.382 5.081 -1.048 0.00
O -1.033 1.080 -0.027 0.04
C -2.514 0.864 0.457 -0.02
C -2.555 -0.275 1.356 0.01
H -1.208 4.314 4.004 0.00
H 0.482 4.533 4.459 0.00
H -0.114 2.821 4.281 0.00
H 1.268 3.831 2.317 0.00
H -0.243 4.774 1.953 0.00
H -1.809 4.148 -2.102 0.00
H -1.322 5.297 -0.780 0.00
H -4.119 4.283 -1.503 0.00
H -3.446 5.996 -1.723 0.00
H -3.712 5.340 -0.036 0.00
H -3.061 0.704 -0.474 0.01
H -2.877 1.751 0.953 0.00
H -2.313 -1.202 0.792 -0.01
H -3.561 -0.392 1.849 0.00
H -1.808 -0.155 2.159 0.00
```

Calculated values
total energy: -4244.43193 Eh
2S+1: 2
<S²>: 1.21
E_LUMO (alpha / beta): -0.0382 / -0.0369 hartree
Kohn-Sham gap (alpha / beta): 0.1660 / 0.1523 hartree
net charge: 0

***

Molecular formula: C24H31N4O5OsPS3
Method: DFT, the ωB97M-V functional and the def2-TZVPD basis

Structure (XYZ):
```
69
Properties=species:S:1:pos:R:3:mulliken_charge:R:1
Os 0.154 0.705 -0.447 2.10
C 6.923 -3.548 -0.831 -1.41
C 5.805 -2.589 -1.102 0.90
C 5.043 -2.063 -0.055 -1.10
C 4.029 -1.158 -0.297 -0.19
C 3.774 -0.781 -1.613 0.37
C 4.518 -1.283 -2.679 -0.60
C 5.526 -2.186 -2.411 -0.80
S 2.512 0.344 -1.956 1.46
O 2.642 0.893 -3.260 -0.61
O 2.313 1.254 -0.798 -0.72
N 1.008 -0.410 -1.796 0.06
C 0.160 -0.281 -2.903 0.06
C 0.195 -0.920 -4.120 -0.76
C -0.730 -0.494 -5.065 -0.31
C -1.620 0.527 -4.761 -0.83
C -1.590 1.097 -3.499 -0.21
N -0.720 0.678 -2.583 -0.16
H 6.906 -3.906 0.195 0.36
H 7.884 -3.059 -1.005 0.33
H 6.872 -4.405 -1.503 0.38
H 5.261 -2.359 0.962 0.37
H 3.459 -0.737 0.518 0.34
H 4.316 -0.954 -3.689 0.50
H 6.117 -2.579 -3.227 0.44
H 0.914 -1.701 -4.320 0.54
H -0.748 -0.951 -6.045 0.46
H -2.326 0.887 -5.495 0.44
H -2.268 1.891 -3.216 0.41
N -4.392 4.086 -0.469 -0.32
C -3.472 4.740 0.289 0.13
O -3.738 5.517 1.172 -0.55
C -2.028 4.341 0.086 0.09
C -1.038 5.287 0.330 -0.40
C 0.292 4.916 0.228 -0.92
C 0.605 3.601 -0.043 -0.25
N -0.354 2.673 -0.229 0.03
C -1.652 3.047 -0.204 -0.35
H -5.349 4.391 -0.359 0.26
H -4.141 3.719 -1.371 0.18
H -1.330 6.293 0.603 0.53
H 1.089 5.629 0.382 0.49
H 1.627 3.258 -0.104 0.61
H -2.383 2.270 -0.365 0.68
C -1.617 1.563 3.472 -1.18
C -2.318 0.254 3.745 0.53
C -3.754 0.210 3.283 -1.24
O -1.584 -0.895 3.129 -0.26
P -0.883 -1.093 1.768 0.88
S 0.922 -0.047 1.547 -0.62
S -1.880 -0.304 0.149 -0.57
O -0.515 -2.583 1.661 -0.27
C -1.373 -3.784 1.971 0.46
C -2.778 -3.572 1.461 -1.11
C -1.271 -4.082 3.446 -1.19
H -2.123 2.351 4.031 0.52
H -1.674 1.821 2.412 0.11
H -0.577 1.537 3.794 0.35
H -2.245 0.001 4.800 0.25
H -3.840 0.474 2.228 0.22
H -4.331 0.929 3.864 0.47
H -4.188 -0.775 3.448 0.34
H -0.867 -4.549 1.386 0.31
H -3.287 -2.780 2.017 0.17
H -3.348 -4.489 1.610 0.46
H -2.787 -3.341 0.396 0.32
H -1.811 -3.347 4.039 0.20
H -0.230 -4.115 3.763 0.37
H -1.709 -5.063 3.634 0.45
```

Calculated values
total energy: -3154.57413 Eh
E_LUMO (alpha / beta): -0.2729 / -0.2729 hartree
Kohn-Sham gap (alpha / beta): 0.2601 / 0.2601 hartree
net charge: +2

***

Molecular formula: C24H31N5O6PtSe2Te
Method: DFT, the ωB97M-V functional and the def2-TZVPD basis

Structure (XYZ):
```
70
Properties=species:S:1:pos:R:3:mulliken_charge:R:1
Pt -0.794 -0.609 -0.048 0.83
O -4.789 -2.356 1.572 -0.60
C -3.469 -1.836 1.867 -1.19
C -2.507 -2.988 2.148 2.46
C -3.226 -4.037 3.020 -1.33
O -3.969 -3.499 4.112 -0.60
C -1.268 -2.488 2.897 -1.60
Se -0.524 -0.741 2.380 -0.50
C -2.130 -3.720 0.856 -1.39
Se -0.696 -2.990 -0.279 -0.29
H -5.134 -1.852 0.833 0.37
H -3.529 -1.180 2.740 0.42
H -3.090 -1.243 1.034 0.47
H -2.477 -4.702 3.456 0.48
H -3.889 -4.637 2.387 0.39
H -4.663 -2.961 3.713 0.35
H -0.486 -3.244 2.796 0.28
H -1.513 -2.381 3.956 0.53
H -3.028 -3.846 0.248 0.36
H -1.769 -4.720 1.117 0.39
C 2.920 0.029 0.983 -0.56
N 2.491 -0.097 -0.403 0.68
C 3.453 -0.897 -1.136 -0.77
N 4.809 -0.302 -1.108 0.08
C 5.194 -0.153 0.301 -0.64
N 4.257 0.659 1.073 0.07
C 4.162 1.975 0.432 -0.67
N 3.747 1.896 -0.973 0.00
C 2.425 1.229 -1.002 -0.31
C 4.701 1.046 -1.680 -0.69
H 2.956 -0.962 1.440 0.18
H 2.192 0.635 1.521 0.12
H 3.137 -0.983 -2.178 0.26
H 3.501 -1.897 -0.697 0.15
H 6.186 0.310 0.343 0.34
H 5.251 -1.147 0.753 0.35
H 5.142 2.464 0.483 0.33
H 3.431 2.574 0.977 0.33
H 2.081 1.141 -2.035 0.17
H 1.712 1.829 -0.438 -0.09
H 5.689 1.517 -1.650 0.35
H 4.386 0.956 -2.723 0.35
O 0.458 2.303 1.613 -0.66
C -0.589 2.331 0.968 0.32
O -1.029 1.519 0.101 -0.70
C -1.455 3.588 1.098 -0.17
C -2.629 3.725 0.363 -0.39
C -3.407 4.862 0.490 -0.53
C -2.993 5.853 1.366 0.18
C -1.833 5.740 2.116 -0.54
C -1.066 4.597 1.973 -0.24
N -3.811 7.065 1.507 0.99
O -4.820 7.162 0.830 -0.64
O -3.412 7.947 2.249 -0.64
H -2.907 2.920 -0.304 0.54
H -4.321 4.992 -0.072 0.45
H -1.552 6.535 2.790 0.45
H -0.154 4.451 2.535 0.48
Te -1.161 -0.116 -2.615 -0.23
C -0.228 -1.674 -3.690 0.01
C -0.623 -1.976 -4.994 -0.50
C 0.026 -2.957 -5.734 -0.48
C 1.082 -3.670 -5.181 -0.40
C 1.474 -3.389 -3.877 -0.72
C 0.828 -2.404 -3.144 0.28
H -1.455 -1.437 -5.432 0.31
H -0.301 -3.170 -6.747 0.32
H 1.585 -4.440 -5.754 0.34
H 2.286 -3.946 -3.422 0.35
H 1.133 -2.201 -2.123 -0.06
```

Calculated values
total energy: -6848.59991 Eh
E_LUMO: 0.1247 hartree
Kohn-Sham gap: 0.1679 hartree
net charge: -2

***

Molecular formula: C24H31N7O
Method: DFT, the ωB97M-V functional and the def2-TZVPD basis

Structure (XYZ):
```
63
Properties=species:S:1:pos:R:3:mulliken_charge:R:1
C -5.692 -2.336 1.142 -1.19
H -6.505 -1.880 1.700 0.35
H -5.944 -3.379 0.968 0.36
H -4.798 -2.294 1.760 0.31
C -5.474 -1.622 -0.195 -1.48
C -4.921 -0.231 -0.048 -0.14
C -3.589 0.024 -0.360 0.60
N -3.190 1.321 -0.266 0.47
N -1.982 1.861 -0.478 -1.20
C -2.174 3.143 -0.231 -0.33
N -3.410 3.487 0.128 -0.75
C -4.071 2.341 0.115 0.45
N -5.331 2.095 0.405 -0.67
C -5.753 0.851 0.330 1.65
C -7.203 0.670 0.643 -1.12
H -7.707 0.100 -0.134 0.37
H -7.659 1.652 0.728 0.40
H -7.328 0.146 1.589 0.21
H -1.376 3.853 -0.314 0.44
N -2.716 -0.951 -0.803 0.43
C -2.215 -1.903 0.191 -0.15
H -3.039 -2.525 0.540 0.15
C -1.133 -2.785 -0.414 -1.82
H -0.858 -3.539 0.324 0.49
H -1.524 -3.293 -1.296 0.51
C 0.111 -1.963 -0.781 0.27
C 0.997 -1.800 0.454 0.42
O 0.567 -2.004 1.576 -0.71
N 2.280 -1.415 0.257 0.06
C 2.932 -1.058 -0.981 -0.57
H 2.303 -1.274 -1.840 0.25
C 3.289 0.440 -0.940 -1.27
N 4.128 0.756 0.191 0.09
C 5.514 0.677 0.096 0.96
C 6.307 1.184 1.132 -0.28
C 7.683 1.173 1.050 -0.64
C 8.320 0.669 -0.072 -0.49
C 7.551 0.182 -1.113 -0.80
C 6.170 0.180 -1.034 -0.39
H 5.614 -0.222 -1.866 0.25
H 8.028 -0.213 -1.999 0.36
H 9.397 0.662 -0.136 0.39
H 8.265 1.573 1.868 0.37
H 5.840 1.614 2.005 0.41
C 3.467 0.377 1.424 -0.87
H 4.104 0.584 2.281 0.35
C 3.112 -1.117 1.408 -0.96
H 2.556 -1.393 2.305 0.48
H 4.031 -1.712 1.349 0.36
H 2.548 0.965 1.518 0.38
H 3.774 0.751 -1.865 0.51
H 2.363 1.015 -0.832 0.43
H 3.853 -1.649 -1.062 0.48
C -0.313 -0.567 -1.280 -0.35
C -1.739 -0.598 -1.821 -1.91
H -1.814 -1.345 -2.622 0.50
H -1.991 0.373 -2.248 0.63
H -0.283 0.156 -0.463 0.35
H 0.353 -0.208 -2.065 0.65
H 0.661 -2.502 -1.558 0.70
H -1.790 -1.379 1.056 0.37
H -4.786 -2.199 -0.813 0.41
H -6.428 -1.573 -0.723 0.48
```

Calculated values
total energy: -1391.69293 Eh
E_LUMO: 0.0197 hartree
Kohn-Sham gap: 0.3059 hartree
net charge: 0

***

Molecular formula: C24H31N8O2S2Ti
Method: DFT, the ωB97M-V functional and the def2-TZVPD basis

Structure (XYZ):
```
68
Properties=species:S:1:pos:R:3:mulliken_charge:R:1
Ti 0.121 0.622 0.592 -1.08
C 2.051 0.599 4.611 -1.74
C 1.712 0.661 3.163 0.91
N 0.514 0.721 2.705 0.99
C -0.655 0.686 3.606 -1.02
C -1.866 0.358 2.753 -0.87
N -1.781 1.115 1.467 -0.16
C -2.132 2.568 1.559 -0.55
C -0.874 3.402 1.576 -0.77
N 0.043 2.852 0.542 -0.12
C -0.278 3.320 -0.861 -1.04
C -0.031 2.164 -1.852 -0.04
N 0.963 1.336 -1.164 0.45
C 2.208 1.232 -1.431 0.45
C 2.880 1.596 -2.705 -2.01
C 2.992 0.827 -0.219 1.00
C 4.357 0.630 -0.141 -0.82
C 4.919 0.437 1.118 -1.00
C 4.115 0.462 2.252 -0.98
C 2.752 0.644 2.090 0.64
N 2.224 0.813 0.876 0.90
H 1.561 1.415 5.146 0.40
H 3.118 0.658 4.797 0.48
H 1.678 -0.335 5.043 0.40
H -0.750 1.654 4.104 0.49
H -0.526 -0.067 4.383 0.63
H -2.793 0.600 3.273 0.50
H -1.897 -0.701 2.495 0.38
H -2.478 0.697 0.844 0.34
H -2.743 2.748 2.443 0.43
H -2.747 2.797 0.688 0.40
H -0.362 3.340 2.535 0.32
H -1.092 4.454 1.387 0.53
H 0.982 3.175 0.754 0.37
H 0.347 4.182 -1.086 0.40
H -1.316 3.642 -0.905 0.50
H 0.310 2.522 -2.820 0.84
H -0.940 1.580 -1.993 -0.44
H 2.178 1.689 -3.528 0.45
H 3.615 0.832 -2.964 0.52
H 3.423 2.538 -2.588 0.37
H 4.974 0.644 -1.029 0.47
H 5.987 0.285 1.215 0.49
H 4.552 0.342 3.233 0.46
N -3.319 -4.592 -5.318 -0.43
C -3.059 -3.757 -4.304 1.07
C -2.544 -2.461 -4.561 -0.84
C -2.297 -1.599 -3.534 -0.61
C -2.543 -2.004 -2.207 -0.44
C -3.055 -3.289 -1.934 -0.20
C -3.301 -4.149 -2.967 -0.90
S -2.309 -0.922 -0.945 1.29
O -2.838 -1.456 0.286 -0.75
O -2.644 0.442 -1.297 -0.77
N -0.630 -0.747 -0.689 0.46
C 0.053 -1.815 -0.109 0.09
S 0.185 -3.453 -0.531 0.04
C 1.236 -3.677 0.823 -0.53
C 1.484 -2.512 1.456 -0.70
N 0.774 -1.449 0.925 0.29
H -3.200 -4.307 -6.275 0.21
H -3.734 -5.494 -5.156 0.22
H -2.377 -2.150 -5.584 0.34
H -1.942 -0.598 -3.747 0.41
H -3.277 -3.581 -0.917 0.53
H -3.716 -5.129 -2.767 0.35
H 1.619 -4.655 1.068 0.49
H 2.119 -2.383 2.319 0.45
```

Calculated values
total energy: -3166.74196 Eh
E_LUMO: -0.3776 hartree
Kohn-Sham gap: 0.1780 hartree
net charge: +3